Entry 1:
Formula: C13H23N2O4S
Source: OMol25
Level of theory: ωB97M-V/def2-TZVPD

Summary:
**Orbital gap**: 8.1 eV
**Relative energy (zero: lowest compared OMol25 entry of this formula, charge and spin)**: 0.00 kJ/mol
**SMILES string**: CCOCCc1c(CCCS(=O)(=O)O)c[nH+]nc1CC
**Lowest unoccupied orbital energy**: -4.43 eV

Geometry as ORCA input:
```
! RIJCOSX wB97M-V def2-TZVPD def2/J DEFGRID3
* xyz 1 1
C 1.6267 1.8135 -2.7963
C 2.5263 0.6125 -2.2981
O 1.7022 -0.5696 -2.1125
C 1.6178 -0.9121 -0.7318
C 0.4393 -1.9684 -0.5657
C -0.8792 -1.1942 -0.2965
C -1.1373 -0.7295 1.0576
C -0.1672 -0.9487 2.2438
C -0.6049 -0.2949 3.5985
C -0.2057 1.2196 3.7623
S 1.4881 1.6247 3.2504
O 1.9458 2.9076 3.7568
O 1.4878 1.7253 1.7832
O 2.4714 0.4204 3.7200
C -2.4235 -0.0218 1.1875
N -3.1620 0.0979 0.0656
N -2.9499 -0.2679 -1.1628
C -1.8091 -0.9250 -1.4072
C -1.5549 -1.3626 -2.8895
C -1.7696 -0.0442 -3.7648
H 0.6886 1.3984 -3.2303
H 2.1479 2.4171 -3.5812
H 1.3424 2.4451 -1.9211
H 3.1091 0.8789 -1.3866
H 3.2160 0.3751 -3.1512
H 1.3828 -0.0219 -0.0931
H 2.5984 -1.3533 -0.3949
H 0.4105 -2.5904 -1.4864
H 0.6969 -2.6508 0.2816
H 0.8527 -0.6697 1.8950
H -0.1394 -2.0618 2.4210
H -0.2057 -0.8981 4.4536
H -1.7220 -0.3411 3.7185
H -0.9748 1.8880 3.2964
H -0.2647 1.4474 4.8630
H 3.3901 0.6149 3.4341
H -2.7788 0.3824 2.1604
H -4.0624 0.5703 0.2134
H -0.5307 -1.7652 -3.0238
H -2.3444 -2.1220 -3.1343
H -1.2646 -0.1020 -4.7524
H -2.8606 0.1882 -3.8303
H -1.3294 0.7882 -3.1521
*
```

Atom charges from the Löwdin analysis, given in e for atoms 1 to 8: -0.057 -0.220 -0.179 -0.198 -0.077 -0.019 -0.054 -0.138

=====

Entry 2:
Formula: C13H23N3O3S
Source: OMol25
Level of theory: ωB97M-V/def2-TZVPD

Summary:
**Orbital gap**: 9.3 eV
**Relative energy (zero: lowest compared OMol25 entry of this formula, charge and spin)**: 4.32 kJ/mol
**SMILES string**: CCCCSc1nnc(CCNC(=O)OC(C)(C)C)o1
**Lowest unoccupied orbital energy**: 0.59 eV

Geometry as ORCA input:
```
! RIJCOSX wB97M-V def2-TZVPD def2/J DEFGRID3
* xyz 0 1
C 7.1514 -0.2296 1.1539
C 6.3468 -0.5521 -0.0989
C 4.8597 -0.6987 0.2190
C 4.0637 -0.9999 -1.0383
S 2.2912 -1.2681 -0.6885
C 1.8276 0.3622 -0.3964
N 2.5617 1.4302 -0.4578
N 1.7483 2.4683 -0.1697
C 0.5701 1.9965 0.0553
C -0.6592 2.7467 0.3863
C -1.6941 2.6622 -0.7545
N -2.1801 1.3250 -0.9680
C -3.2539 0.8496 -0.2766
O -3.9879 1.5436 0.3835
O -3.3622 -0.4702 -0.4870
C -4.4632 -1.2197 0.0832
C -5.7955 -0.6909 -0.4464
C -4.2234 -2.6512 -0.3980
C -4.4130 -1.1516 1.6094
O 0.5445 0.6389 -0.0750
H 7.0452 -1.0221 1.8913
H 6.8050 0.7007 1.5974
H 8.2061 -0.1241 0.9126
H 6.7176 -1.4789 -0.5430
H 6.4783 0.2465 -0.8313
H 4.7166 -1.5031 0.9441
H 4.4915 0.2310 0.6556
H 4.1233 -0.1786 -1.7503
H 4.3945 -1.9260 -1.5081
H -1.1082 2.3322 1.2913
H -0.3812 3.7850 0.5594
H -2.5590 3.2719 -0.4844
H -1.2572 3.0380 -1.6828
H -1.5539 0.6344 -1.3522
H -6.6069 -1.3152 -0.0831
H -5.7972 -0.7058 -1.5342
H -5.9551 0.3293 -0.1087
H -5.0004 -3.3064 -0.0158
H -4.2316 -2.6852 -1.4842
H -3.2564 -3.0042 -0.0495
H -5.1858 -1.7887 2.0300
H -4.5752 -0.1308 1.9442
H -3.4426 -1.4909 1.9662
*
```

Atom charges from the Löwdin analysis, given in e for atoms 1 to 8: -0.114 -0.274 -0.295 -0.468 0.997 -0.689 0.044 0.095

=====

Entry 3:
Formula: C13H23N5O10S
Source: OMol25
Level of theory: ωB97M-V/def2-TZVPD

Summary:
**Orbital gap**: 7.9 eV
**Relative energy (zero: lowest compared OMol25 entry of this formula, charge and spin)**: 184.42 kJ/mol
**SMILES string**: C[N+](=O)[O-].C[N+](=O)[O-].C[N+](=O)[O-].O=S1(=O)OCCO1.c1cc[nH]c1.c1cc[nH]c1
**Lowest unoccupied orbital energy**: -0.09 eV

Geometry as ORCA input:
```
! RIJCOSX wB97M-V def2-TZVPD def2/J DEFGRID3
* xyz 0 1
C 1.1575 -3.5199 -1.1724
N 0.0369 -3.8231 -0.2305
O -0.8829 -4.4793 -0.6694
O 0.0604 -3.2711 0.8719
H 1.6671 -2.6289 -0.8058
H 0.7191 -3.2835 -2.1420
H 1.7780 -4.4160 -1.1631
C -1.5690 2.1185 1.1232
N -2.6306 3.1483 1.3540
O -3.3703 3.4195 0.4048
O -2.8667 3.4011 2.5063
H -1.4233 2.2545 0.0516
H -2.0683 1.2111 1.4629
H -0.7363 2.4342 1.7518
C 2.5876 -0.2463 -4.9337
N 3.9260 0.3853 -5.0932
O 4.3939 0.6486 -6.1961
O 4.4429 0.6442 -4.0297
H 2.1603 -0.1343 -3.9373
H 2.6780 -1.3324 -4.9507
H 1.8549 0.0425 -5.6873
O -2.1609 0.9205 -1.8854
S -2.6886 -0.4477 -1.6635
O -2.1862 -1.5480 -2.4266
O -2.6104 -0.9116 -0.0409
C -3.7686 -1.3845 0.4567
C -4.7638 -1.5251 -0.6858
O -4.3527 -0.4559 -1.5388
H -3.6507 -2.2075 1.1615
H -4.2216 -0.5355 0.9687
H -5.8220 -1.4332 -0.4410
H -4.6571 -2.4340 -1.2780
C 0.6547 2.5425 4.3257
C 1.8200 2.7138 3.6388
C 2.5260 1.5238 3.6378
N 1.7435 0.6176 4.3036
C 0.5987 1.2213 4.7211
H -0.0623 3.3332 4.4901
H 2.2922 3.6050 3.2524
H 3.5368 1.2895 3.3379
H 1.8819 -0.3625 4.5045
H -0.0237 0.6156 5.3632
C 2.0162 0.9111 -1.0664
C 2.4096 0.5969 0.2370
C 1.4114 -0.2456 0.8372
N 0.4137 -0.3854 -0.0542
C 0.8368 0.2952 -1.2022
H 2.4366 1.4975 -1.8700
H 3.3650 0.9015 0.6382
H 1.3630 -0.7160 1.8081
H -0.5348 -0.7090 0.0713
H 0.2818 0.1436 -2.1162
*
```

Atom charges from the Löwdin analysis, given in e for atoms 1 to 8: 0.052 -0.429 0.065 0.035 0.080 0.099 0.104 0.052

=====

Entry 4:
Formula: C13H24Cl2F6NO7S2SbTi
Source: OMol25
Level of theory: ωB97M-V/def2-TZVPD

Summary:
**Orbital gap (spin up / spin down)**: 8.0 / 9.6 eV
**Relative energy (zero: lowest compared OMol25 entry of this formula, charge and spin)**: 25.10 kJ/mol
**Lowest unoccupied orbital energy (spin up / spin down)**: -0.32 / 0.03 eV

Geometry as ORCA input:
```
! RIJCOSX wB97M-V def2-TZVPD def2/J DEFGRID3
* xyz 0 3
Ti -0.4940 -0.4852 0.5582
Cl -0.2162 -2.7088 -0.1127
C -1.3347 -3.5012 3.4832
Cl -0.5996 -2.2332 4.3438
H -1.2010 -3.5272 2.4144
H -2.0876 -4.0629 4.0088
F -5.5907 0.3207 -1.9824
C -4.3133 0.6172 -1.8053
F -4.2106 1.7752 -1.1671
F -3.7109 0.7216 -2.9912
S -3.4893 -0.7452 -0.8772
O -2.1077 -0.2566 -0.7768
O -3.7000 -1.9048 -1.6673
N -4.2439 -0.7474 0.5009
S -3.5640 -0.5837 1.9185
O -2.1342 -0.8865 1.8839
O -4.3287 -1.1961 2.9429
C -3.6106 1.2286 2.2606
F -4.8681 1.6487 2.2837
F -3.0334 1.4722 3.4225
F -2.9534 1.8695 1.3009
C 2.6462 -0.6195 3.4660
C 2.1268 0.0542 2.2145
C 3.2322 0.7981 1.4784
O 1.5533 -0.9140 1.3009
C 1.0066 1.0629 2.5192
O 1.1228 1.9009 3.3703
O -0.0393 0.9449 1.7131
H 3.5018 -1.2523 3.2214
H 1.8745 -1.2197 3.9445
H 2.9696 0.1449 4.1703
H 4.0448 0.1161 1.2252
H 3.6168 1.5970 2.1112
H 2.8476 1.2471 0.5615
H 1.6646 -1.8229 1.6091
C 3.3053 -1.3578 -1.9012
C 2.8824 0.0520 -2.3030
Sb 0.8609 0.5109 -1.7765
C -0.2117 -0.0299 -3.5391
C -0.4424 -1.5281 -3.6966
C 0.8793 2.6291 -2.0548
C 1.5543 3.3839 -0.9148
H 4.3398 -1.5587 -2.1852
H 2.6822 -2.1217 -2.3673
H 3.2195 -1.4897 -0.8215
H 2.9808 0.2140 -3.3783
H 3.5031 0.8005 -1.8061
H 0.3382 0.3820 -4.3880
H -1.1588 0.5077 -3.4681
H 0.5003 -2.0723 -3.7808
H -1.0218 -1.7392 -4.5970
H -0.9854 -1.9451 -2.8491
H -0.1638 2.9344 -2.1567
H 1.3696 2.8199 -3.0115
H 1.0712 3.1753 0.0424
H 1.5109 4.4624 -1.0745
H 2.6095 3.1179 -0.8201
*
```

Atom charges from the Löwdin analysis, given in e for atoms 1 to 8: 0.626 0.109 -0.461 0.597 -0.046 0.006 0.167 -0.678

=====

Entry 5:
Formula: C13H24Cl8F7O5P2S
Source: OMol25
Level of theory: ωB97M-V/def2-TZVPD

Summary:
**Orbital gap**: 6.4 eV
**Lowest unoccupied orbital energy**: -5.62 eV

Geometry as ORCA input:
```
! RIJCOSX wB97M-V def2-TZVPD def2/J DEFGRID3
* xyz 1 1
C -2.5092 1.1877 4.1500
C -1.6601 -0.0123 4.7989
P -0.0790 -0.4541 3.8586
P 1.2393 -1.4594 5.3538
O 2.1238 -0.4745 6.1044
O 0.1553 -2.2541 6.4058
O 2.1654 -2.6023 4.5022
S 1.0517 1.2547 3.1771
O 0.8284 2.4683 4.0449
O 2.5053 0.8741 3.3746
C 0.8679 1.6032 1.3427
F 1.5012 2.8472 1.1276
F 1.5893 0.5884 0.6798
C -0.6327 1.7600 0.8360
F -1.4665 0.6748 1.1663
F -1.1600 2.9025 1.4971
C -0.8024 2.0370 -0.7326
F 0.3788 2.0045 -1.4619
F -1.4105 3.2776 -1.0129
F -1.7016 1.0741 -1.2394
H -1.7756 1.9961 3.8409
H -3.1611 0.7923 3.3113
H -3.2166 1.5985 4.9464
H -1.4200 0.2566 5.8851
H -2.3029 -0.9460 4.8113
H -0.3740 -1.4082 2.8370
H 0.5721 -2.3145 7.3035
H 2.0872 -2.3351 3.5593
Cl -0.9160 -3.0217 3.7909
C -2.0650 -4.3956 3.8410
C -2.9849 -4.3381 5.0440
Cl -2.1163 -4.6265 6.5698
H -1.4848 -5.3191 3.8227
H -2.6531 -4.3448 2.9230
H -3.7463 -5.1152 4.9623
H -3.4895 -3.3732 5.1191
Cl 1.7116 -0.8849 -5.9528
C 1.6730 0.8304 -5.4745
C 0.2811 1.2809 -5.0833
Cl -0.8260 1.3326 -6.4778
H 2.0701 1.4224 -6.3000
H 2.3488 0.9370 -4.6238
H 0.3203 2.2923 -4.6740
H -0.1560 0.6247 -4.3287
Cl 1.3793 -4.4575 -2.7452
C 2.7634 -3.4660 -3.2721
C 3.8789 -4.3056 -3.8587
Cl 4.6810 -5.3118 -2.6265
H 3.1075 -2.8836 -2.4162
H 2.3864 -2.7726 -4.0259
H 4.6457 -3.6565 -4.2848
H 3.5131 -4.9642 -4.6475
Cl 1.0957 5.6087 -5.8014
C -0.6668 5.6759 -5.5490
C -1.4360 5.1296 -6.7340
Cl -1.2990 6.1786 -8.1668
H -0.9394 6.7103 -5.3358
H -0.8820 5.0772 -4.6616
H -2.4978 5.0670 -6.4892
H -1.0907 4.1321 -7.0110
*
```

Atom charges from the Löwdin analysis, given in e for atoms 1 to 8: -0.121 -0.358 0.834 0.492 -0.288 -0.262 -0.169 0.672

=====

Please write out number 3 again, unchanged.
Formula: C13H23N5O10S
Source: OMol25
Level of theory: ωB97M-V/def2-TZVPD

Summary:
**Orbital gap**: 7.9 eV
**Relative energy (zero: lowest compared OMol25 entry of this formula, charge and spin)**: 184.42 kJ/mol
**SMILES string**: C[N+](=O)[O-].C[N+](=O)[O-].C[N+](=O)[O-].O=S1(=O)OCCO1.c1cc[nH]c1.c1cc[nH]c1
**Lowest unoccupied orbital energy**: -0.09 eV

Geometry as ORCA input:
```
! RIJCOSX wB97M-V def2-TZVPD def2/J DEFGRID3
* xyz 0 1
C 1.1575 -3.5199 -1.1724
N 0.0369 -3.8231 -0.2305
O -0.8829 -4.4793 -0.6694
O 0.0604 -3.2711 0.8719
H 1.6671 -2.6289 -0.8058
H 0.7191 -3.2835 -2.1420
H 1.7780 -4.4160 -1.1631
C -1.5690 2.1185 1.1232
N -2.6306 3.1483 1.3540
O -3.3703 3.4195 0.4048
O -2.8667 3.4011 2.5063
H -1.4233 2.2545 0.0516
H -2.0683 1.2111 1.4629
H -0.7363 2.4342 1.7518
C 2.5876 -0.2463 -4.9337
N 3.9260 0.3853 -5.0932
O 4.3939 0.6486 -6.1961
O 4.4429 0.6442 -4.0297
H 2.1603 -0.1343 -3.9373
H 2.6780 -1.3324 -4.9507
H 1.8549 0.0425 -5.6873
O -2.1609 0.9205 -1.8854
S -2.6886 -0.4477 -1.6635
O -2.1862 -1.5480 -2.4266
O -2.6104 -0.9116 -0.0409
C -3.7686 -1.3845 0.4567
C -4.7638 -1.5251 -0.6858
O -4.3527 -0.4559 -1.5388
H -3.6507 -2.2075 1.1615
H -4.2216 -0.5355 0.9687
H -5.8220 -1.4332 -0.4410
H -4.6571 -2.4340 -1.2780
C 0.6547 2.5425 4.3257
C 1.8200 2.7138 3.6388
C 2.5260 1.5238 3.6378
N 1.7435 0.6176 4.3036
C 0.5987 1.2213 4.7211
H -0.0623 3.3332 4.4901
H 2.2922 3.6050 3.2524
H 3.5368 1.2895 3.3379
H 1.8819 -0.3625 4.5045
H -0.0237 0.6156 5.3632
C 2.0162 0.9111 -1.0664
C 2.4096 0.5969 0.2370
C 1.4114 -0.2456 0.8372
N 0.4137 -0.3854 -0.0542
C 0.8368 0.2952 -1.2022
H 2.4366 1.4975 -1.8700
H 3.3650 0.9015 0.6382
H 1.3630 -0.7160 1.8081
H -0.5348 -0.7090 0.0713
H 0.2818 0.1436 -2.1162
*
```

Atom charges from the Löwdin analysis, given in e for atoms 1 to 8: 0.052 -0.429 0.065 0.035 0.080 0.099 0.104 0.052

=====

Copy entry 2 word for word.
Formula: C13H23N3O3S
Source: OMol25
Level of theory: ωB97M-V/def2-TZVPD

Summary:
**Orbital gap**: 9.3 eV
**Relative energy (zero: lowest compared OMol25 entry of this formula, charge and spin)**: 4.32 kJ/mol
**SMILES string**: CCCCSc1nnc(CCNC(=O)OC(C)(C)C)o1
**Lowest unoccupied orbital energy**: 0.59 eV

Geometry as ORCA input:
```
! RIJCOSX wB97M-V def2-TZVPD def2/J DEFGRID3
* xyz 0 1
C 7.1514 -0.2296 1.1539
C 6.3468 -0.5521 -0.0989
C 4.8597 -0.6987 0.2190
C 4.0637 -0.9999 -1.0383
S 2.2912 -1.2681 -0.6885
C 1.8276 0.3622 -0.3964
N 2.5617 1.4302 -0.4578
N 1.7483 2.4683 -0.1697
C 0.5701 1.9965 0.0553
C -0.6592 2.7467 0.3863
C -1.6941 2.6622 -0.7545
N -2.1801 1.3250 -0.9680
C -3.2539 0.8496 -0.2766
O -3.9879 1.5436 0.3835
O -3.3622 -0.4702 -0.4870
C -4.4632 -1.2197 0.0832
C -5.7955 -0.6909 -0.4464
C -4.2234 -2.6512 -0.3980
C -4.4130 -1.1516 1.6094
O 0.5445 0.6389 -0.0750
H 7.0452 -1.0221 1.8913
H 6.8050 0.7007 1.5974
H 8.2061 -0.1241 0.9126
H 6.7176 -1.4789 -0.5430
H 6.4783 0.2465 -0.8313
H 4.7166 -1.5031 0.9441
H 4.4915 0.2310 0.6556
H 4.1233 -0.1786 -1.7503
H 4.3945 -1.9260 -1.5081
H -1.1082 2.3322 1.2913
H -0.3812 3.7850 0.5594
H -2.5590 3.2719 -0.4844
H -1.2572 3.0380 -1.6828
H -1.5539 0.6344 -1.3522
H -6.6069 -1.3152 -0.0831
H -5.7972 -0.7058 -1.5342
H -5.9551 0.3293 -0.1087
H -5.0004 -3.3064 -0.0158
H -4.2316 -2.6852 -1.4842
H -3.2564 -3.0042 -0.0495
H -5.1858 -1.7887 2.0300
H -4.5752 -0.1308 1.9442
H -3.4426 -1.4909 1.9662
*
```

Atom charges from the Löwdin analysis, given in e for atoms 1 to 8: -0.114 -0.274 -0.295 -0.468 0.997 -0.689 0.044 0.095